The following is a quantum chemistry calculation of a structure of composition C24H30FeN4Se2, from OMol25.

Last column: Löwdin charge in e.
Positions of all 61 atoms, in Å:
Fe -0.686 0.274 -0.254  0.177
C -0.508 3.553 -3.098  -0.012
C 0.857 3.778 -3.098  -0.012
C 1.688 2.861 -2.471  0.019
C 1.125 1.759 -1.856  -0.196
N -0.214 1.557 -1.825  0.030
C -1.000 2.435 -2.443  -0.101
C 1.910 0.644 -1.270  -0.173
C 3.268 0.415 -1.428  0.036
C 3.773 -0.821 -1.044  0.004
C 2.907 -1.830 -0.643  0.037
C 1.556 -1.531 -0.530  -0.167
N 1.132 -0.285 -0.714  0.055
C 0.435 -2.502 -0.466  -0.217
C 0.633 -3.864 -0.315  0.008
C -0.444 -4.728 -0.470  -0.016
C -1.679 -4.192 -0.790  -0.013
C -1.794 -2.814 -0.907  -0.104
N -0.782 -1.973 -0.731  0.059
H -1.190 4.228 -3.595  0.124
H 1.273 4.647 -3.591  0.128
H 2.760 2.997 -2.473  0.122
H -2.064 2.236 -2.419  0.091
H 3.910 1.156 -1.882  0.124
H 4.830 -1.028 -1.144  0.130
H 3.275 -2.832 -0.478  0.124
H 1.617 -4.254 -0.096  0.124
H -0.312 -5.796 -0.364  0.129
H -2.541 -4.820 -0.963  0.124
H -2.745 -2.377 -1.187  0.114
C -3.075 2.353 1.515  -0.326
Se -3.045 1.082 0.047  1.030
C -3.791 -0.489 0.942  -0.477
C -3.026 -0.981 2.165  -0.448
Se -1.092 -0.583 2.129  1.029
C -0.457 -2.339 2.663  -0.324
H -4.107 2.642 1.692  0.046
H -2.503 3.221 1.195  0.022
H -2.630 1.922 2.409  0.017
H -3.772 -1.239 0.152  0.035
H -4.837 -0.300 1.177  0.086
H -3.121 -2.062 2.252  0.080
H -3.419 -0.538 3.077  0.074
H -0.766 -3.092 1.943  0.017
H -0.867 -2.552 3.646  0.044
H 0.628 -2.296 2.726  0.039
C 0.440 5.116 1.737  -0.019
C 1.000 3.790 2.273  -0.572
C 2.531 3.752 2.132  -0.021
C 0.575 3.560 3.730  -0.017
C 0.452 2.701 1.460  -0.065
N 0.018 1.852 0.826  0.139
H 0.841 5.932 2.337  0.104
H -0.648 5.150 1.809  0.088
H 0.732 5.280 0.699  0.092
H 2.957 4.560 2.727  0.104
H 2.836 3.897 1.095  0.089
H 2.938 2.809 2.497  0.095
H 0.958 4.379 4.338  0.104
H 0.980 2.626 4.118  0.096
H -0.511 3.543 3.831  0.091

Cartesian forces (eV/Å) of the 2 atoms listed first:
Fe 0.2006 -0.0448 0.4535
C 0.0193 0.0034 -0.0130

## Properties
Frontier orbital gap (spin up / spin down) in eV: 8.551 / 8.618
Net charge: +2

The following is a quantum chemistry calculation of an isolated molecule of C24H30N2O2S, from OMol25.

Last column: Löwdin charge in e.
Positions of all 59 atoms, in Å:
O 1.230 1.683 3.833  0.053
C 1.074 2.115 2.707  -0.564
C 0.618 3.559 2.507  -0.354
S -0.518 3.791 1.106  0.980
C -1.583 2.385 1.328  -0.463
C -2.186 2.129 2.551  -0.074
C -3.041 1.051 2.685  -0.064
C -3.322 0.241 1.595  -0.073
C -2.731 0.501 0.372  -0.036
C -1.847 1.565 0.232  -0.176
C -1.095 1.736 -1.049  -0.489
O 0.123 1.718 -1.099  0.026
N -1.878 1.865 -2.135  0.094
C -1.353 1.905 -3.485  -0.117
C -1.699 0.643 -4.232  -0.213
C -2.457 0.678 -5.394  -0.047
C -2.782 -0.496 -6.053  -0.086
C -2.360 -1.714 -5.550  -0.092
C -1.606 -1.757 -4.388  -0.079
C -1.277 -0.585 -3.734  -0.037
N 1.320 1.426 1.588  0.093
C 1.749 0.038 1.613  -0.304
C 2.926 -0.093 0.647  -0.137
C 3.659 -1.438 0.644  -0.191
C 3.929 -2.028 2.035  -0.198
C 2.978 -3.155 2.447  -0.213
C 1.516 -2.784 2.705  -0.196
C 0.735 -2.358 1.455  -0.186
C 0.538 -0.847 1.303  -0.131
H 0.164 3.922 3.429  0.078
H 1.483 4.182 2.275  0.085
H -1.983 2.767 3.396  0.114
H -3.494 0.846 3.643  0.109
H -3.995 -0.596 1.701  0.105
H -2.924 -0.145 -0.473  0.118
H -2.880 1.844 -2.025  0.153
H -1.746 2.783 -4.005  0.125
H -0.268 2.004 -3.384  0.131
H -2.789 1.627 -5.788  0.108
H -3.368 -0.458 -6.959  0.102
H -2.615 -2.629 -6.064  0.101
H -1.273 -2.706 -3.994  0.103
H -0.683 -0.613 -2.832  0.112
H 1.070 1.795 0.674  0.092
H 2.078 -0.144 2.639  0.125
H 2.570 0.125 -0.363  0.116
H 3.642 0.687 0.918  0.121
H 4.613 -1.275 0.136  0.106
H 3.112 -2.164 0.044  0.096
H 3.915 -1.237 2.786  0.111
H 4.937 -2.451 2.042  0.105
H 3.009 -3.933 1.679  0.111
H 3.372 -3.596 3.367  0.105
H 1.456 -2.005 3.465  0.113
H 1.037 -3.672 3.126  0.105
H 1.221 -2.766 0.570  0.096
H -0.264 -2.802 1.491  0.105
H -0.258 -0.534 1.986  0.118
H 0.202 -0.631 0.286  0.106

Cartesian forces (eV/Å) of the 2 atoms listed first:
O 0.0071 -0.1427 0.4489
C 0.0042 0.4440 -0.1501

## Properties
Frontier orbital gap in eV: 9.153

The following is a quantum chemistry calculation of an isolated molecule of C24H30N2O3S, from OMol25.

Last column: Löwdin charge in e.
Positions of all 60 atoms, in Å:
C -2.984 -3.842 3.627  -0.051
C -3.092 -2.914 2.455  -0.272
C -3.441 -3.397 1.199  -0.047
C -3.553 -2.536 0.125  -0.035
C -3.305 -1.175 0.248  -0.209
C -3.416 -0.276 -0.949  -0.027
C -2.944 -0.694 1.510  -0.264
N -2.644 0.659 1.734  -0.039
S -1.190 1.009 2.494  0.687
O -0.839 2.330 2.065  -0.282
O -1.307 0.777 3.901  -0.287
C -0.093 -0.169 1.681  -0.197
C 0.002 0.098 0.329  -0.021
C 0.712 -0.736 -0.520  -0.119
C 0.728 -0.372 -1.969  -0.453
O -0.244 0.124 -2.506  0.070
N 1.886 -0.641 -2.613  0.074
C 2.179 -0.061 -3.903  -0.167
C 3.170 1.106 -3.766  -0.135
C 2.693 2.103 -2.736  -0.256
C 1.670 2.910 -2.979  -0.055
C 1.101 3.883 -1.996  -0.182
C 1.632 3.656 -0.583  -0.191
C 3.131 3.390 -0.634  -0.191
C 3.399 2.101 -1.406  -0.158
C 1.329 -1.862 0.020  -0.006
C 1.233 -2.116 1.373  -0.016
C 0.521 -1.280 2.238  -0.225
C 0.452 -1.620 3.690  -0.028
C -2.851 -1.558 2.594  0.001
H -2.242 -4.616 3.435  0.081
H -3.938 -4.338 3.806  0.082
H -2.703 -3.299 4.526  0.075
H -3.634 -4.452 1.065  0.111
H -3.831 -2.928 -0.843  0.111
H -3.949 -0.787 -1.747  0.083
H -2.429 -0.010 -1.331  0.063
H -3.959 0.639 -0.713  0.082
H -2.778 1.258 0.934  0.101
H -0.476 0.979 -0.070  0.115
H 2.679 -0.943 -2.068  0.136
H 2.585 -0.831 -4.566  0.118
H 1.228 0.295 -4.301  0.118
H 4.149 0.715 -3.480  0.108
H 3.268 1.584 -4.742  0.117
H 1.192 2.896 -3.950  0.117
H 1.349 4.898 -2.329  0.114
H 0.011 3.804 -2.006  0.112
H 1.129 2.802 -0.127  0.094
H 1.420 4.527 0.039  0.113
H 3.537 3.308 0.376  0.110
H 3.630 4.222 -1.135  0.118
H 3.055 1.247 -0.810  0.110
H 4.475 1.977 -1.563  0.114
H 1.860 -2.552 -0.619  0.116
H 1.712 -2.993 1.785  0.120
H -0.031 -0.829 4.253  0.057
H 1.455 -1.784 4.083  0.092
H -0.111 -2.544 3.822  0.084
H -2.586 -1.141 3.552  0.108

Cartesian forces (eV/Å) of the 2 atoms listed first:
C -0.0284 0.0017 -0.0442
C 0.0524 0.0244 -0.0763

## Properties
Frontier orbital gap in eV: 8.994

The following is a quantum chemistry calculation of an isolated molecule of C24H30N2O4, from OMol25.

Last column: Löwdin charge in e.
Positions of all 60 atoms, in Å:
C 3.006 1.185 -2.183  -0.053
C 2.256 0.440 -3.273  -0.197
O 1.773 -0.811 -2.763  0.013
C 0.512 -1.143 -2.960  -0.480
O -0.289 -0.463 -3.563  0.069
C 0.208 -2.495 -2.347  -0.067
C -0.802 -2.422 -1.192  -0.149
C -2.271 -2.405 -1.627  -0.159
N -2.658 -1.169 -2.266  0.081
C -3.289 -0.190 -1.594  -0.513
O -3.696 -0.319 -0.450  0.032
C -3.462 1.100 -2.379  -0.098
C -2.828 2.276 -1.629  -0.161
C -1.360 2.021 -1.298  -0.160
N -1.227 1.259 -0.070  0.099
C -0.072 1.224 0.612  -0.458
O 0.931 1.796 0.226  0.056
C -0.124 0.403 1.907  -0.139
C 0.581 -0.914 1.705  -0.213
C 1.808 -0.980 1.054  -0.037
C 2.435 -2.198 0.865  -0.071
C 1.853 -3.363 1.336  -0.093
C 0.639 -3.304 1.998  -0.091
C 0.005 -2.087 2.178  -0.036
C 0.463 1.251 3.018  -0.170
C -0.203 2.420 3.369  -0.032
C 0.291 3.243 4.362  -0.081
C 1.460 2.906 5.024  -0.094
C 2.126 1.743 4.683  -0.077
C 1.633 0.920 3.684  -0.017
H 3.432 2.094 -2.599  0.080
H 2.336 1.453 -1.370  0.045
H 3.808 0.565 -1.793  0.078
H 1.407 1.023 -3.642  0.115
H 2.919 0.201 -4.112  0.126
H 1.149 -2.901 -1.975  0.114
H -0.178 -3.148 -3.132  0.129
H -0.652 -3.296 -0.558  0.109
H -0.597 -1.539 -0.585  0.102
H -2.468 -3.234 -2.314  0.123
H -2.906 -2.515 -0.744  0.121
H -2.146 -0.930 -3.107  0.108
H -4.531 1.286 -2.500  0.124
H -3.009 1.001 -3.366  0.114
H -2.907 3.171 -2.248  0.113
H -3.377 2.455 -0.702  0.118
H -0.877 1.485 -2.125  0.111
H -0.818 2.962 -1.153  0.127
H -2.039 0.743 0.242  0.111
H -1.174 0.205 2.151  0.151
H 2.264 -0.072 0.692  0.112
H 3.384 -2.237 0.351  0.106
H 2.346 -4.314 1.192  0.101
H 0.182 -4.207 2.375  0.104
H -0.946 -2.048 2.691  0.119
H -1.116 2.688 2.854  0.119
H -0.236 4.150 4.621  0.102
H 1.849 3.547 5.802  0.099
H 3.038 1.471 5.195  0.102
H 2.164 0.015 3.429  0.110

Cartesian forces (eV/Å) of the 2 atoms listed first:
C -0.2707 -0.3423 -0.1075
C 0.0992 0.6252 -0.2464

## Properties
Frontier orbital gap in eV: 9.742

It is found that the E_tot values, taken in the order of the records, are -196403.1572; -43287.1644; -45333.5987; -36547.4989 eV.